No. 1
The following is a quantum chemistry calculation of a 14-piece molecular cluster, C4H33NO15 overall, from the Open Molecules 2025 dataset.

Geometry as XYZ:
```
53
C4H33NO15, DFT ωB97M-V with the def2-TZVPD basis set
O 2.67 2.36 1.40
C 1.79 1.53 1.18
N 1.45 1.41 -0.14
C 0.44 0.50 -0.51
O 0.35 0.36 -1.69
C 0.98 0.81 2.18
C 1.56 0.82 3.67
H 2.06 1.87 -0.80
H -0.32 0.19 0.22
H 0.79 -0.22 1.92
H -0.03 1.20 2.34
H 1.89 -0.18 3.94
H 2.30 1.62 3.52
H 0.76 1.16 4.31
H -0.51 -4.29 -1.39
H 0.40 -3.61 -0.41
O -0.08 -3.44 -1.22
H 0.33 3.48 2.93
H -0.73 3.50 1.81
O -0.55 3.74 2.73
H -0.76 2.93 -0.72
H -0.72 4.32 -0.34
O -1.04 3.46 -0.01
H 2.71 0.84 -2.98
H 2.11 -0.42 -3.38
O 2.93 -0.08 -2.98
H -3.34 -0.26 -2.43
H -2.77 -0.94 -3.65
O -2.61 -0.27 -2.99
H -1.51 -2.55 1.22
H -1.40 -1.81 -0.05
O -1.79 -1.70 0.82
H 2.51 -1.02 -1.14
H 3.81 -1.44 -0.62
O 2.87 -1.47 -0.36
H -0.48 0.79 -3.61
H -1.81 1.50 -3.67
O -0.86 1.65 -3.77
H -2.73 -3.22 -0.84
H -2.40 -2.35 -2.06
O -2.56 -3.22 -1.76
H 1.22 -3.39 -3.39
H 0.16 -2.29 -3.26
O 1.00 -2.56 -3.77
H -1.43 -0.81 2.91
H -1.43 0.49 3.77
O -1.07 -0.40 3.69
H -2.89 3.04 1.64
H -2.22 3.15 2.98
O -3.08 2.86 2.57
H 0.79 -2.00 0.95
H 1.99 -2.79 0.26
O 1.25 -2.86 0.96
```

Kohn-Sham gap (alpha / beta) = 8.445 / 3.927 eV
DFT total energy = -36875.78236 eV
HOMO energy (alpha / beta) = -0.5025 / -0.5024 Eh
⟨S²⟩ = 0.7561
2S+1 = 2
Total charge = +1
LUMO (alpha / beta) = -5.227 / -9.745 eV
Energy above the lowest of the compared OMol25 structures with the same formula, charge and spin = 5.6 kcal/mol

---

No. 2
The following is a quantum chemistry calculation of a 13-piece molecular cluster, C4H33O14 overall, from the Open Molecules 2025 dataset.

Geometry as XYZ:
```
51
C4H33O14, DFT ωB97M-V with the def2-TZVPD basis set
C 0.05 0.64 -2.70
O -0.75 -0.25 -1.93
C 1.13 1.36 -1.95
C 1.85 0.28 -1.23
C 2.24 -1.15 -1.85
O 2.98 -1.93 -0.91
H -0.64 1.30 -3.31
H 0.61 -0.07 -3.44
H 0.66 2.11 -1.31
H 1.65 1.94 -2.70
H 1.22 0.09 -0.32
H 2.78 0.51 -0.69
H 1.17 -1.54 -1.99
H 2.86 -1.10 -2.77
H 2.49 -2.80 -0.83
H -1.44 -3.20 -1.44
H -0.29 -3.78 -0.89
O -0.87 -3.89 -1.60
H -3.20 2.16 1.76
H -1.81 1.95 2.54
O -2.49 2.57 2.26
H -0.15 0.93 2.66
H 0.52 0.70 3.99
O -0.13 1.26 3.64
H -1.51 3.83 -1.28
H -1.96 2.46 -1.80
O -1.60 3.32 -2.11
H -0.15 -1.72 2.07
H 0.98 -2.33 1.19
O 0.09 -2.35 1.42
H 2.42 0.97 1.72
H 3.84 0.90 1.55
O 3.27 0.46 1.96
H -1.43 0.36 -1.42
H 0.31 1.01 1.14
O 1.09 1.67 1.09
H 2.98 -2.21 1.02
H 3.24 -1.17 2.14
O 3.14 -2.14 1.89
H 0.97 2.06 0.26
H -0.64 -0.38 0.24
O -1.06 0.09 0.87
H -1.78 1.21 0.20
H -3.33 1.19 -0.05
O -2.53 1.43 -0.54
H -2.69 -0.32 1.89
H -3.47 -0.12 0.57
O -3.57 -0.02 1.51
H -1.75 -1.57 -0.38
H -2.73 -2.59 0.32
O -2.57 -2.11 -0.45
```

Kohn-Sham gap = 9.844 eV
DFT total energy = -33347.78640 eV
HOMO energy = -0.2595 Eh
2S+1 = 1
Total charge = -1
LUMO = 2.782 eV
Energy above the lowest of the compared OMol25 structures with the same formula, charge and spin = 72.0 kcal/mol

---

No. 3
The following is a quantum chemistry calculation of a 12-piece molecular cluster, C4H34N2O11S overall, from the Open Molecules 2025 dataset.

Geometry as XYZ:
```
52
C4H34N2O11S, DFT ωB97M-V with the def2-TZVPD basis set
N -0.44 0.52 1.97
C -0.41 1.18 0.70
N -0.02 0.28 -0.43
C 0.66 0.98 -1.54
C -0.17 1.20 -2.78
C -1.26 2.23 -2.54
S -0.72 3.96 -2.24
H -0.58 -0.48 1.85
H 0.52 0.37 2.31
H -1.41 1.53 0.43
H 0.21 2.08 0.68
H -0.83 -0.24 -0.74
H 1.00 1.93 -1.13
H 1.61 0.45 -1.73
H 0.39 1.52 -3.66
H -0.64 0.27 -3.11
H -1.92 2.35 -3.40
H -1.98 2.00 -1.76
H 0.61 3.83 -2.14
O 1.62 -3.57 1.66
H 1.96 -2.67 1.48
H 2.16 -4.16 1.14
O -0.24 -3.54 -0.65
H 0.44 -3.61 -1.33
H 0.21 -3.66 0.20
O 2.62 2.40 1.68
H 3.26 2.20 1.00
H 2.20 3.25 1.77
O 3.33 -0.91 2.66
H 3.11 -1.22 3.54
H 3.99 -0.24 2.86
O -3.26 -0.53 -2.18
H -3.92 -0.22 -1.52
H -3.72 -1.25 -2.63
O -2.51 -2.58 1.53
H -1.72 -2.76 1.02
H -3.19 -3.14 1.17
O 2.23 -1.27 0.20
H 1.28 -1.04 0.21
H 2.73 -0.82 0.89
O -2.94 -3.09 -1.13
H -2.98 -2.21 -1.55
H -2.02 -3.29 -0.89
O 1.85 0.88 4.16
H 2.05 1.31 3.32
H 1.03 1.16 4.52
O -4.24 -0.90 0.33
H -3.43 -1.02 0.86
H -4.46 -1.77 -0.01
O 3.79 1.26 -0.70
H 4.55 1.00 -0.17
H 3.08 0.70 -0.35
```

Kohn-Sham gap = 8.971 eV
DFT total energy = -41037.82636 eV
HOMO energy = -0.3289 Eh
2S+1 = 1
LUMO = 0.022 eV
SMILES = NCNCCCS.O.O.O.O.O.O.O.O.O.O.O
Energy above the lowest of the compared OMol25 structures with the same formula, charge and spin = 54.7 kcal/mol

---

No. 4
The following is a quantum chemistry calculation of a 12-piece molecular cluster, C4H34N2O12 overall, from the Open Molecules 2025 dataset.

Geometry as XYZ:
```
52
C4H34N2O12, DFT ωB97M-V with the def2-TZVPD basis set
N 1.57 -0.96 2.29
C 1.54 0.25 1.51
C 0.16 0.65 0.96
C -0.60 -0.44 0.19
N -2.04 -0.36 0.50
C -0.34 -0.36 -1.33
O -1.30 -1.11 -2.06
H 0.79 -1.04 2.92
H 1.61 -1.77 1.69
H 1.85 1.09 2.14
H 2.25 0.16 0.68
H -0.45 1.01 1.79
H 0.26 1.54 0.30
H -0.23 -1.41 0.50
H -2.40 0.54 0.20
H -2.51 -1.09 -0.02
H -0.39 0.68 -1.70
H 0.66 -0.71 -1.56
H -1.17 -2.08 -1.86
O -0.58 -3.60 -0.99
H 0.37 -3.41 -0.98
H -0.91 -3.57 -0.07
O -1.65 -1.14 3.15
H -2.45 -1.34 3.64
H -1.92 -0.72 2.29
O -1.56 2.76 -0.33
H -1.74 2.66 0.63
H -1.83 1.99 -0.85
O 2.44 1.80 -1.52
H 1.60 2.04 -1.98
H 3.10 2.43 -1.85
O 2.05 -2.90 -0.57
H 2.44 -2.09 -0.95
H 2.78 -3.49 -0.37
O -1.43 2.31 2.39
H -1.30 1.38 2.59
H -0.51 2.63 2.25
O -1.11 -3.49 1.73
H -1.20 -2.64 2.25
H -0.62 -4.08 2.31
O -2.04 1.00 -2.47
H -1.83 0.11 -2.79
H -2.79 1.33 -2.97
O 0.20 2.72 -2.69
H -0.18 3.40 -2.12
H -0.52 2.04 -2.69
O 3.21 -0.80 -1.80
H 2.91 0.12 -1.65
H 3.40 -0.91 -2.74
O 0.81 3.16 1.00
H 0.11 3.14 0.33
H 1.49 2.57 0.65
```

Kohn-Sham gap = 9.143 eV
DFT total energy = -32250.29029 eV
HOMO energy = -0.3248 Eh
2S+1 = 1
LUMO = 0.304 eV
SMILES = NCC[C@@H](N)CO.O.O.O.O.O.O.O.O.O.O.O
Energy above the lowest of the compared OMol25 structures with the same formula, charge and spin = 43.4 kcal/mol